[1]
Below is the molecule H3IP2S2, with properties calculated with the ωB97M-V functional and the def2-TZVPD basis.

Calculated values
lowest unoccupied orbital energy: -1.75 eV
max |F|: 0.028 Eh/bohr
SMILES string: S=[P@H](I)PS
Kohn-Sham gap: 7.17 eV
E: -1778.5794 Ha

```
8
H3IP2S2, DFT the ωB97M-V functional and the def2-TZVPD basis
P -0.68558 0.27360 1.08663
P 1.15979 -0.07107 -0.30613
S -2.47475 -0.08699 0.10146
S 2.50920 0.96973 0.62048
I 1.55618 -0.10549 -2.88342
H -0.63800 1.61939 0.68781
H 1.37618 -1.44417 -0.12811
H -2.80301 -1.15500 0.82129
```

Atomic partial charges in e from the Löwdin method, atoms 1 to 2: number 1, P, carries 0.2902; number 2, P, carries -0.3353

=====

[2]
Below is a 3-piece molecular cluster, H3N2O overall, with properties calculated with the ωB97M-V functional and the def2-TZVPD basis.

Calculated values
lowest unoccupied orbital energy (spin up / spin down): 5.13 / 5.13 eV
total charge: -1
max |F|: 0.071 Eh/bohr
Kohn-Sham gap (spin up / spin down): 6.02 / 6.02 eV
E: -186.4957 Ha

```
6
H3N2O, DFT the ωB97M-V functional and the def2-TZVPD basis
N -0.19845 2.04444 -1.26595
N 0.16629 1.33260 -0.45415
O -0.58797 -1.30251 1.26311
H -1.11463 -0.85581 0.57130
H 1.43474 0.14003 -1.05720
H 0.30002 -1.35875 0.94288
```

Atomic partial charges in e from the Löwdin method, atoms 1 to 2: number 1, N, carries -0.1737; number 2, N, carries -0.2811

=====

[3]
Below is a 2-piece molecular cluster, H3N2O2 overall, with properties calculated with the ωB97M-V functional and the def2-TZVPD basis.

Calculated values
lowest unoccupied orbital energy (spin up / spin down): 5.36 / 5.26 eV
total charge: -1
max |F|: 0.119 Eh/bohr
Kohn-Sham gap (spin up / spin down): 8.02 / 7.14 eV
E: -261.5903 Ha

```
7
H3N2O2, DFT the ωB97M-V functional and the def2-TZVPD basis
N 0.58445 0.23763 1.03457
N -0.14055 -0.19280 -1.69147
O -1.31701 0.34502 -1.94813
O 0.71351 0.33328 -0.95297
H 1.10098 1.02496 1.15070
H -0.50531 0.50000 1.08754
H -0.39120 -1.40552 -1.64844
```

Atomic partial charges in e from the Löwdin method, atoms 1 to 2: number 1, N, carries -0.0784; number 2, N, carries -0.4212

=====

[4]
Below is H3N2O2P as an isolated structure, with properties calculated with the ωB97M-V functional and the def2-TZVPD basis.

Calculated values
lowest unoccupied orbital energy (spin up / spin down): -1.16 / -1.16 eV
max |F|: 0.081 Eh/bohr
Kohn-Sham gap (spin up / spin down): 8.81 / 8.82 eV
E: -602.9554 Ha

```
8
H3N2O2P, DFT the ωB97M-V functional and the def2-TZVPD basis
N 1.69734 0.28879 -0.01896
N -1.27379 0.12100 -0.00364
O -1.12312 1.25402 -0.36589
O -2.25152 -0.29596 0.58224
P -0.06650 -1.18319 -0.43160
H 1.01078 1.16369 0.12546
H 2.25990 0.51635 -0.84812
H -0.25308 -1.86471 0.96051
```

Atomic partial charges in e from the Löwdin method, atoms 1 to 2: number 1, N, carries -0.1541; number 2, N, carries -0.7105

=====

[5]
Below is the molecule H3N2O2P, with properties calculated with the ωB97M-V functional and the def2-TZVPD basis.

Calculated values
lowest unoccupied orbital energy: 0.30 eV
max |F|: 0.076 Eh/bohr
SMILES string: NP[N+](=O)[O-]
Kohn-Sham gap: 10.55 eV
E: -603.0393 Ha

```
8
H3N2O2P, DFT the ωB97M-V functional and the def2-TZVPD basis
N 0.43113 0.22873 0.01890
N -1.28382 0.61382 -1.70300
O -0.89812 1.71749 -1.41271
O -2.35986 0.36491 -2.21323
P -0.21943 -0.75342 -1.13111
H 0.14257 1.11180 0.31938
H 1.43184 0.04342 0.13894
H -1.46314 -1.13669 -0.57566
```

Atomic partial charges in e from the Löwdin method, atoms 1 to 2: number 1, N, carries -0.2478; number 2, N, carries -0.6211

=====

[6]
Below is an isolated ion of composition H3N2O2S and charge -1, with properties calculated with the ωB97M-V functional and the def2-TZVPD basis.

Calculated values
lowest unoccupied orbital energy: 4.25 eV
total charge: -1
max |F|: 0.085 Eh/bohr
SMILES string: N=[S@@](N)(=O)[O-]
Kohn-Sham gap: 8.63 eV
E: -659.9989 Ha

```
8
H3N2O2S, DFT the ωB97M-V functional and the def2-TZVPD basis
N -0.34781 1.80474 0.60154
N 0.29387 -0.61950 0.00009
O -0.70068 0.96610 -1.74761
O 1.61378 1.34973 -0.79839
S 0.17799 0.97130 -0.52915
H -1.26927 1.88372 0.43936
H 1.15403 -1.10044 -0.32791
H 0.08045 -0.78021 0.97922
```

Atomic partial charges in e from the Löwdin method, atoms 1 to 2: number 1, N, carries -0.2507; number 2, N, carries -0.1550

=====

[7]
Below is the molecule H3N2O3P, with properties calculated with the ωB97M-V functional and the def2-TZVPD basis.

Calculated values
lowest unoccupied orbital energy: -2.70 eV
max |F|: 0.065 Eh/bohr
Kohn-Sham gap: 8.21 eV
E: -678.3500 Ha

```
9
H3N2O3P, DFT the ωB97M-V functional and the def2-TZVPD basis
N 1.87307 0.93199 0.12749
N -0.29038 -0.64470 0.21141
O 1.82270 -1.77024 0.83844
O 1.49714 -0.68450 -1.57412
O 2.81154 1.60175 0.46537
P 1.28780 -0.80625 -0.10978
H 1.11161 1.46657 -0.39406
H -0.97189 -0.13988 -0.42603
H -0.48087 -0.42568 1.16048
```

Atomic partial charges in e from the Löwdin method, atoms 1 to 2: number 1, N, carries -0.0471; number 2, N, carries -0.0405

=====

[8]
Below is a 3-piece molecular cluster, H3N2O4 overall, with properties calculated with the ωB97M-V functional and the def2-TZVPD basis.

Calculated values
lowest unoccupied orbital energy (spin up / spin down): 4.59 / 4.46 eV
total charge: -1
max |F|: 0.070 Eh/bohr
Kohn-Sham gap (spin up / spin down): 7.92 / 7.64 eV
E: -412.1069 Ha

```
9
H3N2O4, DFT the ωB97M-V functional and the def2-TZVPD basis
N -0.67949 -0.77815 -0.70129
N 1.39334 0.89873 -0.63174
O 2.09516 1.60932 -1.29340
O -1.26186 -0.02543 1.88268
O -0.12541 0.11935 -1.51447
O 1.56425 0.33337 0.40201
H -2.10258 -0.07969 1.41209
H -0.27611 -1.79531 -0.73917
H -0.60730 -0.28220 1.18328
```

Atomic partial charges in e from the Löwdin method, atoms 1 to 2: number 1, N, carries -0.1617; number 2, N, carries -0.3963

=====

[9]
Below is the molecule H3N2OP, with properties calculated with the ωB97M-V functional and the def2-TZVPD basis.

Calculated values
lowest unoccupied orbital energy: 0.14 eV
max |F|: 0.061 Eh/bohr
SMILES string: NNP=O
Kohn-Sham gap: 10.02 eV
E: -527.8842 Ha

```
7
H3N2OP, DFT the ωB97M-V functional and the def2-TZVPD basis
N 0.21447 -0.23318 -0.08451
N 0.22760 0.51501 1.17378
O -0.40845 -1.25335 -2.32641
P -0.83292 -0.17245 -1.46954
H 0.62390 1.42252 1.18355
H -0.66442 0.76000 1.46115
H 0.83983 -1.03855 0.06198
```

Atomic partial charges in e from the Löwdin method, atoms 1 to 2: number 1, N, carries -0.3368; number 2, N, carries -0.0348

=====

[10]
Below is the molecule H3N2OP, with properties calculated with the ωB97M-V functional and the def2-TZVPD basis.

Calculated values
lowest unoccupied orbital energy: 0.52 eV
max |F|: 0.069 Eh/bohr
SMILES string: N/N=P/O
Kohn-Sham gap: 8.93 eV
E: -527.8512 Ha

```
7
H3N2OP, DFT the ωB97M-V functional and the def2-TZVPD basis
N 0.35502 0.22659 -0.03897
N 1.65463 -0.10263 -0.09934
O -2.24000 0.51756 -0.30737
P -0.96987 -0.65716 -0.19402
H 1.86273 -1.11730 -0.13259
H 2.32777 0.55839 0.48821
H -2.99029 0.57454 0.28408
```

Atomic partial charges in e from the Löwdin method, atoms 1 to 2: number 1, N, carries -0.4393; number 2, N, carries -0.1291

=====

[11]
Below is a 2-piece molecular cluster, H3N2OP overall, with properties calculated with the ωB97M-V functional and the def2-TZVPD basis.

Calculated values
lowest unoccupied orbital energy: -1.26 eV
max |F|: 0.069 Eh/bohr
SMILES string: [H]/N=N\[H].O=P
Kohn-Sham gap: 7.68 eV
E: -527.7815 Ha

```
7
H3N2OP, DFT the ωB97M-V functional and the def2-TZVPD basis
N -1.26454 0.75001 0.12908
N -1.24928 1.93650 0.21953
O 1.80010 -3.34976 0.65339
P 0.77667 -2.72037 -0.13068
H -0.42774 2.48032 0.33446
H 0.08562 -1.62074 0.80378
H -0.40656 0.19611 0.21591
```

Atomic partial charges in e from the Löwdin method, atoms 1 to 2: number 1, N, carries -0.0359; number 2, N, carries -0.0309

=====

[12]
Below is a 2-piece molecular cluster, H3N2P overall, with properties calculated with the ωB97M-V functional and the def2-TZVPD basis.

Calculated values
lowest unoccupied orbital energy (spin up / spin down): -0.60 / -0.59 eV
max |F|: 0.112 Eh/bohr
Kohn-Sham gap (spin up / spin down): 8.83 / 8.88 eV
E: -452.5200 Ha

```
6
H3N2P, DFT the ωB97M-V functional and the def2-TZVPD basis
N 1.14810 0.62713 0.32844
N -1.09930 -0.00891 0.12682
P 0.43001 -0.72131 0.10952
H 2.73140 -0.10871 -0.23439
H -1.31333 0.91829 -0.26626
H -1.89688 -0.70649 -0.06412
```

Atomic partial charges in e from the Löwdin method, atoms 1 to 2: number 1, N, carries -0.4105; number 2, N, carries -0.3186

=====

[13]
Below is a 2-piece molecular cluster, H3N2PS overall, with properties calculated with the ωB97M-V functional and the def2-TZVPD basis.

Calculated values
lowest unoccupied orbital energy (spin up / spin down): 0.46 / -1.90 eV
max |F|: 0.088 Eh/bohr
spin multiplicity: 3
Kohn-Sham gap (spin up / spin down): 6.70 / 7.42 eV
E: -850.6849 Ha

```
7
H3N2PS, DFT the ωB97M-V functional and the def2-TZVPD basis
N 1.56918 -0.02487 0.36837
N 1.81018 -0.32461 -0.77601
P 1.16833 0.68170 1.62685
S -2.26837 -0.23874 0.29163
H 2.46292 -1.03299 -0.88563
H -1.55112 0.16921 -0.81825
H -3.19111 0.77030 0.19305
```

Atomic partial charges in e from the Löwdin method, atoms 1 to 2: number 1, N, carries -0.6566; number 2, N, carries 0.0375

=====

[14]
Below is a 2-piece molecular cluster, H3N3O overall, with properties calculated with the ωB97M-V functional and the def2-TZVPD basis.

Calculated values
lowest unoccupied orbital energy: 0.71 eV
max |F|: 0.069 Eh/bohr
Kohn-Sham gap: 11.07 eV
E: -241.2285 Ha

```
7
H3N3O, DFT the ωB97M-V functional and the def2-TZVPD basis
N 0.83835 -1.80120 -0.25790
N -0.32775 -0.63981 1.32932
N 0.22108 -1.14555 0.41306
O -0.42959 1.31821 -0.96744
H 0.35982 1.47019 -0.38029
H -0.35245 0.33258 1.30419
H -0.30946 0.46558 -1.44094
```

Atomic partial charges in e from the Löwdin method, atoms 1 to 2: number 1, N, carries 0.1940; number 2, N, carries 0.1164

=====

[15]
Below is an isolated ion of composition H3N3O2P and charge -1, with properties calculated with the ωB97M-V functional and the def2-TZVPD basis.

Calculated values
lowest unoccupied orbital energy: 3.96 eV
total charge: -1
max |F|: 0.153 Eh/bohr
SMILES string: [H]/N=N/[P@@](N)(=O)[O-]
Kohn-Sham gap: 8.77 eV
E: -657.9722 Ha

```
9
H3N3O2P, DFT the ωB97M-V functional and the def2-TZVPD basis
N -0.01117 1.68492 -0.78745
N -0.19491 1.14101 0.43660
N -0.14226 -1.49581 -0.49404
O 1.54874 -0.29412 1.06152
O -0.77837 -0.89220 1.92631
P 0.07312 -0.44669 0.84000
H 0.31840 2.64071 -0.74461
H 0.28900 -0.92053 -1.29247
H -1.10255 -1.41729 -0.94586
```

Atomic partial charges in e from the Löwdin method, atoms 1 to 2: number 1, N, carries -0.0360; number 2, N, carries -0.1456

=====

[16]
Below is H3N3O2P as an isolated structure, with properties calculated with the ωB97M-V functional and the def2-TZVPD basis.

Calculated values
lowest unoccupied orbital energy (spin up / spin down): 4.50 / 4.50 eV
total charge: -1
max |F|: 0.069 Eh/bohr
Kohn-Sham gap (spin up / spin down): 7.44 / 7.44 eV
E: -657.9680 Ha

```
9
H3N3O2P, DFT the ωB97M-V functional and the def2-TZVPD basis
N -0.48098 -1.43057 0.29465
N 0.48976 -1.73257 -0.41309
N 1.05313 1.19213 0.02175
O 2.78948 -0.32386 1.34113
O 2.95701 -0.07976 -1.32712
P 2.19313 -0.08574 -0.02387
H -1.33343 -1.98560 0.17526
H 0.41286 1.17528 -0.89733
H 0.48536 1.13460 0.90756
```

Atomic partial charges in e from the Löwdin method, atoms 1 to 2: number 1, N, carries -0.1944; number 2, N, carries -0.1740

=====

[17]
Below is the molecule H3N3O2S, with properties calculated with the ωB97M-V functional and the def2-TZVPD basis.

Calculated values
lowest unoccupied orbital energy: 0.23 eV
max |F|: 0.086 Eh/bohr
SMILES string: NN(S)[N+](=O)[O-]
Kohn-Sham gap: 9.45 eV
E: -714.5351 Ha

```
9
H3N3O2S, DFT the ωB97M-V functional and the def2-TZVPD basis
N 1.47213 -0.17283 -0.09422
N 0.21222 0.26375 0.06507
N -0.93040 -0.62209 0.18229
O -0.59657 -1.76071 0.29630
O -1.96256 -0.07191 0.35256
S -0.09644 2.04472 0.30105
H 1.59873 -0.52699 -1.04942
H 1.53200 -1.06922 0.58402
H -1.22910 1.91528 -0.63765
```

Atomic partial charges in e from the Löwdin method, atoms 1 to 2: number 1, N, carries -0.0207; number 2, N, carries -0.5387

=====

[18]
Below is a 2-piece molecular cluster, H3N4O2 overall, with properties calculated with the ωB97M-V functional and the def2-TZVPD basis.

Calculated values
lowest unoccupied orbital energy (spin up / spin down): 4.33 / 4.11 eV
total charge: -1
max |F|: 0.041 Eh/bohr
Kohn-Sham gap (spin up / spin down): 8.93 / 7.20 eV
E: -371.1242 Ha

```
9
H3N4O2, DFT the ωB97M-V functional and the def2-TZVPD basis
N 0.84340 0.04143 0.91612
N 0.21298 -1.17404 -1.70497
N 0.17933 -1.02017 0.54264
N 0.15590 1.18055 0.99777
O -0.99393 1.31695 0.60110
O 0.83152 2.09614 1.46665
H -0.77355 -1.28044 -1.75058
H 0.42499 -0.19279 -1.54412
H -0.88063 -0.96764 0.47539
```

Atomic partial charges in e from the Löwdin method, atoms 1 to 2: number 1, N, carries -0.0970; number 2, N, carries -0.0351

=====

[19]
Below is the molecule H3NO2S2, with properties calculated with the ωB97M-V functional and the def2-TZVPD basis.

Calculated values
lowest unoccupied orbital energy: 0.26 eV
max |F|: 0.048 Eh/bohr
Kohn-Sham gap: 9.91 eV
E: -1003.3439 Ha

```
8
H3NO2S2, DFT the ωB97M-V functional and the def2-TZVPD basis
N -1.20041 -0.18202 0.62908
O 0.23585 -1.85815 -0.72262
O 1.16531 0.21878 0.28009
S 2.84634 0.04639 0.14173
S 0.21868 -1.13363 0.52325
H -0.97114 0.81593 0.65302
H -1.76649 -0.42216 1.41726
H 3.06399 0.09642 -1.31783
```

Atomic partial charges in e from the Löwdin method, atoms 1 to 2: number 1, N, carries -0.1660; number 2, O, carries -0.4490

=====

[20]
Below is an isolated ion of composition H3NO3P and charge -1, with properties calculated with the ωB97M-V functional and the def2-TZVPD basis.

Calculated values
lowest unoccupied orbital energy: 4.46 eV
total charge: -1
max |F|: 0.118 Eh/bohr
SMILES string: [O-]P(O)NO
Kohn-Sham gap: 7.45 eV
E: -623.6403 Ha

```
8
H3NO3P, DFT the ωB97M-V functional and the def2-TZVPD basis
N 0.72415 0.07986 0.22468
O 1.21185 -0.82982 -0.59538
O -1.17896 -1.55505 -0.23830
O -1.75104 0.76475 -0.76580
P -1.09532 -0.19599 0.37705
H 1.09996 -0.42733 1.31152
H 0.52679 -1.52136 -0.58100
H -2.03859 1.62157 -0.39187
```

Atomic partial charges in e from the Löwdin method, atoms 1 to 2: number 1, N, carries -0.3615; number 2, O, carries -0.2744